# 1
Below is a molecular structure, C28H35N5OP2Zn at a distorted geometry, with properties calculated with wB97M-V/def2-TZVPD.

Geometry as ORCA input:
```
! RIJCOSX wB97M-V def2-TZVPD def2/J DEFGRID3
* xyz 0 1
Zn 0.07148 2.08351 -1.83895
C -5.01051 1.07580 2.28927
C -3.73485 1.48189 2.26981
C -2.64082 0.65347 1.71406
C -2.89602 0.08277 0.27541
C -3.21339 -1.38505 0.16224
C -3.95944 -2.09992 1.00629
C -4.69866 -1.43695 2.11432
C -5.50901 -0.18954 1.66017
C -1.06293 1.92351 -3.56354
H -5.78769 1.67844 2.76145
H -3.47456 2.45713 2.68715
H -2.25886 -0.11406 2.40012
H -1.78508 1.32092 1.60803
H -3.59214 0.75895 -0.25990
H -1.97434 0.25581 -0.31521
H -2.74609 -1.88715 -0.70235
H -4.02932 -3.20361 0.93304
H -4.03885 -1.16024 2.96290
H -5.42936 -2.14811 2.52469
H -5.52397 -0.02627 0.56791
H -6.58907 -0.31116 1.84236
H -1.49914 2.91858 -3.62340
H -1.84860 1.18604 -3.44439
H -0.51198 1.64103 -4.45794
P 0.75310 -0.13612 -2.10207
P 1.36435 1.60880 1.19554
N 0.11403 -1.97397 -2.22441
N 2.09962 -0.57157 -3.12336
N 1.33470 0.27040 2.39969
N 2.83865 2.27381 2.11110
C 1.58695 -0.52670 -0.52020
C 2.37115 0.71222 -0.04758
C -1.04580 -2.35930 -2.87879
C -1.22673 -3.74494 -2.76057
C -0.09986 -4.24277 -2.03768
C 0.69679 -3.13650 -1.72521
C 2.30034 0.05476 -4.35840
C 3.41066 -0.51253 -4.96457
C 3.89335 -1.54785 -4.10141
C 3.06914 -1.57239 -2.98547
C 0.32925 -0.05551 3.32058
C 0.61445 -1.29299 3.88976
C 1.84676 -1.75439 3.32652
C 2.28314 -0.77323 2.43751
C 3.60759 1.85954 3.20462
C 4.74135 2.67318 3.30272
C 4.66878 3.61964 2.23184
C 3.50381 3.34992 1.52286
H 2.27128 -1.38477 -0.60798
H 0.77954 -0.83492 0.16008
H 3.34824 0.33949 0.30918
H 2.52998 1.41972 -0.88835
H -1.66322 -1.61076 -3.34427
H -2.05883 -4.33543 -3.12756
H 0.13929 -5.26076 -1.74801
H 1.61090 -3.10636 -1.14301
H 1.63751 0.86421 -4.63978
H 3.84192 -0.23420 -5.91931
H 4.73726 -2.20549 -4.24986
H 3.12468 -2.18606 -2.10153
H -0.48267 0.63790 3.51178
H 0.02969 -1.79523 4.65935
H 2.40916 -2.65573 3.55235
H 3.16394 -0.77973 1.81547
H 3.28861 1.06679 3.86326
H 5.51621 2.59499 4.04563
H 5.36744 4.41294 2.01577
H 3.06501 3.83332 0.66480
O -1.69466 5.51091 -1.65794
C -1.34468 4.50382 -1.14527
N -0.92898 3.42804 -0.71137
*
```

Results
**Molar mass**: 584.96 g mol⁻¹
**Orbital gap**: 0.237 Ha
**E**: -3898.81461 Eh
**Max |F|**: 7.98 eV/Å
**E_HOMO**: -8.4 eV



# 2
Below is a molecular structure, C25H32CaFI2N5O3S2 at a distorted geometry, with properties calculated with wB97M-V/def2-TZVPD.

Geometry as ORCA input:
```
! RIJCOSX wB97M-V def2-TZVPD def2/J DEFGRID3
* xyz 0 1
Ca 0.18824 0.67360 0.45679
I -1.10012 -2.26272 -3.57882
C 0.39651 -3.31112 -2.52132
I 0.80876 -2.55504 -0.60829
H 1.30733 -3.28292 -3.10559
H 0.06055 -4.33205 -2.39047
C 4.24011 2.64498 6.88559
C 2.99662 1.80653 6.65740
N 2.51249 1.88474 5.28167
C 2.69751 0.82012 4.44037
C 2.34440 0.79488 3.13754
C 2.25327 -0.50628 2.32851
O 3.25705 -1.17245 2.12830
O 1.04465 -0.71564 1.97919
C 1.90215 2.02057 2.53570
O 1.64902 2.14108 1.32762
C 1.61603 3.13555 3.44575
C 0.90890 4.21815 2.91841
C 0.47226 5.18932 3.77507
F -0.19015 6.26409 3.29312
C 0.65544 5.07572 5.15256
C 1.38128 4.01754 5.67402
C 1.87695 3.02130 4.81413
N 0.03033 5.98860 6.06333
C -1.22161 6.61551 5.66800
C -1.88904 7.16390 6.94836
N -1.16595 6.55069 8.11528
C 0.22853 7.10741 8.20084
C 0.86802 6.91000 6.80498
H 4.56357 2.57830 7.92536
H 4.05933 3.69531 6.65293
H 5.05617 2.29917 6.25153
H 2.18588 2.08888 7.33329
H 3.19241 0.75355 6.85492
H 3.10545 -0.06528 4.91365
H 0.69045 4.24783 1.86187
H 1.47775 3.92831 6.74760
H -1.85047 5.86358 5.19381
H -1.09041 7.44122 4.96405
H -2.94188 6.90504 7.03094
H -1.77487 8.24049 7.05925
H -1.05016 5.55560 7.88352
H -1.67521 6.63477 8.99131
H 0.73784 6.56003 8.99207
H 0.13538 8.15292 8.48730
H 1.86499 6.49194 6.91646
H 0.96432 7.87686 6.29423
C -3.30821 3.03496 -1.95196
C -2.53998 2.39195 -0.81170
S -1.93419 0.73955 -1.22661
C -2.40774 3.03491 0.36059
C -3.00012 4.40169 0.59496
S -1.53362 2.43647 1.82196
H -3.24918 2.41147 -2.84087
H -2.92216 4.02398 -2.21718
H -4.36888 3.15799 -1.70861
H -3.71580 4.70616 -0.17048
H -2.21668 5.16743 0.64204
H -3.50600 4.42217 1.56341
C 4.68702 2.04229 -3.25081
N 3.35157 1.64654 -2.85361
C 2.25994 1.47717 -3.68164
C 1.22692 1.11390 -2.87497
N 1.66320 1.05141 -1.57205
C 2.93162 1.38228 -1.59943
H 4.71252 2.12938 -4.33423
H 5.41493 1.29169 -2.94638
H 4.95018 3.00678 -2.81816
H 2.32885 1.63682 -4.74317
H 0.19512 0.90135 -3.10684
H 3.59187 1.43554 -0.74735
*
```

Results
**Molar mass**: 827.58 g mol⁻¹
**Orbital gap**: 0.107 Ha
**E**: -3640.61648 Eh
**Max |F|**: 1.39 eV/Å
**E_HOMO**: -4.4 eV



# 3
Below is a molecular structure, C44H39BFeN9O5S at a distorted geometry, with properties calculated with wB97M-V/def2-TZVPD.

Geometry as ORCA input:
```
! RIJCOSX wB97M-V def2-TZVPD def2/J DEFGRID3
* xyz -1 5
Fe -0.59432 -0.21932 -0.13693
B -1.52222 3.11235 0.12726
N -0.87968 2.41231 1.33689
C -0.64367 2.97132 2.53268
C -0.17465 1.99347 3.38889
C -0.15526 0.83756 2.60809
N -0.58326 1.10516 1.37280
N -0.90261 2.56548 -1.18907
C -0.85877 3.29273 -2.31557
C -0.54250 2.45725 -3.36810
C -0.40086 1.20334 -2.77320
N -0.61035 1.28015 -1.45593
H -1.28770 4.29300 0.19463
H -2.71334 2.89240 0.11230
H -0.81422 4.02150 2.70033
H 0.13242 2.09833 4.41480
H 0.14929 -0.15687 2.87774
H -1.06337 4.34951 -2.29620
H -0.42302 2.70162 -4.40928
H -0.17210 0.27231 -3.25648
C -4.90364 5.65435 4.07691
O -6.15089 5.06623 3.78074
C -6.19553 3.70334 3.70998
C -7.44576 3.14249 3.43132
C -7.58795 1.78143 3.31456
C -6.48256 0.91960 3.48060
C -5.24064 1.50045 3.80987
C -5.10055 2.87118 3.91316
N -6.68327 -0.41532 3.28972
N -5.71431 -1.26215 3.42531
C -4.56539 -1.38035 2.77803
C -3.55416 -2.19994 3.35069
C -2.29247 -2.28313 2.82372
C -1.91552 -1.55142 1.67233
O -0.72928 -1.58308 1.17493
C -2.94248 -0.79172 1.02154
N -2.56495 -0.16570 -0.12642
C -3.47902 0.45233 -0.84443
C -4.82170 0.50254 -0.47268
C -5.21989 -0.10199 0.70002
C -4.27284 -0.75103 1.50020
H -5.07624 6.72807 4.10286
H -4.15536 5.42930 3.31122
H -4.52756 5.32893 5.05182
H -8.29398 3.80387 3.30764
H -8.54577 1.33858 3.07350
H -4.38239 0.86644 3.98459
H -4.12699 3.28184 4.14458
H -3.80256 -2.72149 4.26606
H -1.53583 -2.88901 3.30663
H -3.14034 0.92806 -1.75720
H -5.53562 1.01907 -1.09833
H -6.25940 -0.09202 0.99261
O 4.34802 -0.88787 -5.72853
C 4.71832 -0.04920 -4.64271
C 3.65132 -0.03211 -3.59112
C 3.60234 1.05810 -2.67133
C 2.78664 0.94525 -1.59419
N 1.97050 -0.12229 -1.40810
C 1.77693 -1.05608 -2.42537
C 2.74718 -1.04207 -3.45972
C 0.62680 -1.89218 -2.40494
C 0.49593 -2.92533 -3.36858
C -0.62294 -3.71126 -3.43442
C -0.81223 -4.71778 -4.53915
O -0.45854 -4.20266 -5.81868
C -1.60985 -3.51528 -2.45963
C -1.42431 -2.51294 -1.53414
N -0.39227 -1.66032 -1.50386
H 5.02096 -0.81108 -6.40807
H 4.90001 0.97443 -4.99282
H 5.65317 -0.41116 -4.19071
H 4.21636 1.93711 -2.80635
H 2.74348 1.68819 -0.81026
H 2.77177 -1.84027 -4.18688
H 1.29035 -3.09770 -4.08077
H -1.85408 -5.05858 -4.54305
H -0.17312 -5.59114 -4.39199
H -0.78576 -3.29847 -5.86783
H -2.50340 -4.12437 -2.43542
H -2.18079 -2.37941 -0.77871
C 6.99968 0.80356 7.38422
C 5.87898 0.73209 6.37519
O 5.13645 1.65077 6.14839
S 5.82093 -0.84354 5.55457
C 4.61164 -0.69046 4.26749
C 3.77899 -1.77798 3.98897
C 2.91985 -1.74304 2.91593
C 2.82359 -0.58872 2.09421
C 3.62860 0.53521 2.45219
C 4.53906 0.46365 3.47500
C 2.06199 -0.51073 0.95110
C 1.39495 -0.28880 -0.11383
H 7.50393 1.76174 7.26518
H 7.70565 -0.01579 7.27008
H 6.56850 0.77849 8.38586
H 3.82863 -2.65440 4.62422
H 2.28642 -2.59015 2.68609
H 3.55341 1.43714 1.85929
H 5.19482 1.29829 3.66793
*
```

Results
**Molar mass**: 872.58 g mol⁻¹
**Orbital gap (alpha / beta)**: 0.202 / 0.236 Ha
**E**: -4255.81545 Eh
**Max |F|**: 1.92 eV/Å
**E_HOMO (alpha / beta)**: -3.3 / -4.7 eV



# 4
Below is 2 unconnected molecules or ions with the total composition C3H9S2 at a distorted geometry, with properties calculated with wB97M-V/def2-TZVPD.

Geometry as ORCA input:
```
! RIJCOSX wB97M-V def2-TZVPD def2/J DEFGRID3
* xyz -1 1
C 2.44490 -1.65816 -0.32686
S 0.61615 -1.79086 -0.44369
H 2.73017 -0.66425 -0.66626
H 2.83942 -2.52039 -0.84656
H 2.68191 -1.65336 0.73725
C -1.97824 0.26801 1.21830
C -1.66645 1.64199 0.62585
S -0.11132 1.77292 -0.34884
H -2.31317 -0.56836 0.60192
H -1.15379 -0.09999 1.83319
H -2.82692 0.42753 1.90928
H -1.67699 2.35543 1.45522
H -2.49134 1.95010 -0.02243
H 0.41916 -0.50055 -0.01237
*
```

Results
**Molar mass**: 109.24 g mol⁻¹
**Orbital gap**: 0.224 Ha
**E**: -916.08685 Eh
**Max |F|**: 1.49 eV/Å
**E_HOMO**: -2.6 eV



# 5
Below is 6 unconnected molecules or ions with the total composition C18H27N5OS at a distorted geometry, with properties calculated with wB97M-V/def2-TZVPD.

Geometry as ORCA input:
```
! RIJCOSX wB97M-V def2-TZVPD def2/J DEFGRID3
* xyz 0 1
C -11.70376 -7.26136 -23.17405
S -11.25856 -7.17964 -21.39944
O -11.85399 -8.40988 -20.79239
C -9.47935 -7.48432 -21.55658
H -11.30807 -8.16384 -23.63700
H -11.56716 -6.36056 -23.76691
H -12.78579 -7.41274 -23.11044
H -8.97756 -6.83398 -22.26530
H -9.31563 -8.51570 -21.87690
H -9.17006 -7.47088 -20.51207
C -11.11745 -10.95779 -22.69095
C -11.93293 -11.33513 -23.83906
N -12.58391 -11.59747 -24.74844
H -10.83538 -11.87046 -22.15528
H -11.61577 -10.38395 -21.91077
H -10.21333 -10.46911 -23.04476
C -4.03142 -9.60198 -22.08954
C -5.37542 -9.10214 -21.86430
N -6.41920 -8.71817 -21.59121
H -4.05956 -10.68795 -22.09895
H -3.44275 -9.19026 -21.26506
H -3.56537 -9.21187 -22.99188
N -10.40804 -8.17572 -16.73038
C -9.46594 -9.14345 -16.56284
C -8.35023 -8.78052 -17.27172
C -8.64891 -7.55122 -17.91553
C -9.91449 -7.17516 -17.51799
H -11.33518 -8.22145 -16.32746
H -9.63425 -9.89449 -15.80759
H -7.38288 -9.25316 -17.32070
H -7.96342 -6.95198 -18.49200
H -10.47045 -6.27373 -17.71262
N -13.27362 -9.34123 -17.99453
C -13.19776 -10.36451 -17.07232
C -13.36842 -9.83982 -15.81827
C -13.54215 -8.46219 -15.96902
C -13.41686 -8.16601 -17.31367
H -12.94646 -9.41902 -18.94333
H -12.87833 -11.35473 -17.35414
H -13.21545 -10.39805 -14.90913
H -13.73913 -7.67432 -15.25729
H -13.32598 -7.20031 -17.78213
N -9.51946 -5.12880 -27.31852
C -10.34446 -5.64132 -26.35936
C -11.39698 -4.78386 -26.18564
C -11.16806 -3.68080 -27.01013
C -9.97735 -3.90274 -27.70547
H -8.68330 -5.59576 -27.61120
H -10.06191 -6.58219 -25.91349
H -12.31434 -4.93397 -25.64052
H -11.74902 -2.78769 -27.17216
H -9.44214 -3.31380 -28.42979
*
```

Results
**Molar mass**: 361.51 g mol⁻¹
**Orbital gap**: 0.305 Ha
**E**: -1449.19820 Eh
**Max |F|**: 2.18 eV/Å
**E_HOMO**: -7.9 eV